79
Properties=species:S:1:pos:R:3:mulliken_charge:R:1 method="wB97M-V/def2-TZVPD" orbital_gap_ha="0.29605 / 0.29598" multiplicity=5 energy_ha=-3436.3216 relative_energy_kj_mol=0.0
Fe -1.9664 -2.0202 2.1834 1.24
N -0.3546 -4.7183 1.5156 0.90
O -0.5390 -5.3561 2.5794 -0.71
O -1.1210 -3.6843 1.3040 -0.55
O 0.4709 -5.0503 0.6832 -0.56
N -0.1249 0.1163 0.7114 0.90
O -0.4766 -0.8476 1.4584 -0.67
O 1.0838 0.4725 0.6695 -0.80
O -0.9953 0.6641 0.0050 -0.70
C -1.5049 -2.9495 4.9276 -0.53
C -2.5377 -3.8719 4.3633 -0.45
O -3.3258 -3.1594 3.3457 -0.45
O -0.7048 -2.3279 3.8917 -0.37
H -0.8136 -3.4961 5.5708 0.41
H -1.9651 -2.1642 5.5355 0.34
H -3.2237 -4.1457 5.1708 0.50
H -2.1535 -4.7987 3.9371 0.26
H -4.2487 -3.4087 3.4092 0.29
H 0.0860 -1.9961 4.3253 0.26
C -4.0982 0.1319 1.8414 -0.59
C -3.8822 -0.5402 0.5048 0.16
O -3.4613 -1.9047 0.7161 -0.44
O -3.0342 -0.2129 2.7587 -0.43
H -5.0633 -0.1517 2.2747 0.35
H -4.0942 1.2104 1.6749 0.43
H -3.0913 -0.0105 -0.0301 -0.21
H -4.7792 -0.5370 -0.1098 0.54
H -3.6096 -2.4126 -0.0890 0.29
H -3.0587 0.4074 3.4919 0.25
C -2.0686 2.1643 -4.5775 -0.63
C -1.7392 2.3886 -3.1286 0.37
O -2.5840 1.6092 -2.2870 -0.56
O -1.7479 0.8195 -4.9444 -0.50
H -1.4356 2.8515 -5.1565 0.27
H -3.1142 2.4089 -4.7779 0.39
H -1.8842 3.4450 -2.8709 -0.02
H -0.6959 2.1471 -2.9074 0.05
H -2.0607 1.2991 -1.5330 0.42
H -2.3421 0.5662 -5.6574 0.29
C 3.2027 2.5109 -1.5191 -0.24
C 3.5470 1.2180 -2.2054 -0.71
O 3.6261 0.1083 -1.2858 -0.54
O 1.8402 2.5141 -1.0869 -0.08
H 3.4135 3.4088 -2.1000 0.56
H 3.8415 2.6304 -0.6284 0.15
H 4.4978 1.2590 -2.7570 0.39
H 2.8024 0.9724 -2.9694 0.24
H 4.4600 0.2081 -0.7926 0.35
H 1.7110 1.6582 -0.6400 0.06
C 0.7064 -1.9141 -1.9970 0.59
C -0.1123 -3.2045 -1.9020 -0.10
O 0.5896 -4.3589 -2.3424 -0.52
O 1.9106 -2.1169 -1.2766 -0.46
H 0.0833 -1.1998 -1.4328 -0.40
H 0.9356 -1.6670 -3.0363 0.41
H -1.0888 -3.0613 -2.3705 0.34
H -0.2904 -3.3832 -0.8360 -0.41
H 0.6013 -4.3581 -3.3051 0.31
H 2.4192 -1.2851 -1.2954 0.34
C -0.3563 5.1094 -0.4912 -0.54
C -0.1299 5.4314 -1.9618 0.05
O 1.1832 5.1404 -2.4127 -0.63
O -0.7357 3.7644 -0.3358 -0.45
H -1.1295 5.7601 -0.0839 0.36
H 0.5743 5.3196 0.0505 0.29
H -0.3206 6.4811 -2.1894 0.41
H -0.8521 4.8155 -2.5119 -0.23
H 1.4280 4.2578 -2.0994 0.38
H 0.0626 3.2172 -0.3608 0.26
C 4.0839 -0.7250 2.3350 -0.32
C 4.7429 0.4445 1.6328 -0.49
O 5.4359 0.1120 0.4426 -0.54
O 3.0801 -1.3204 1.5764 -0.33
H 3.6287 -0.2853 3.2399 0.26
H 4.7783 -1.5126 2.6228 0.35
H 5.3811 0.9625 2.3603 0.45
H 3.9372 1.1259 1.3522 0.10
H 6.2540 -0.3457 0.6541 0.31
H 2.5166 -0.6297 1.1792 0.25